No. 1
2 unconnected molecules or ions with the total composition H2NO3PS, computed with ωB97M-V/def2-TZVPD.

Its energy is -1021.21122 a.u. As for the LUMO energy: 6.23 eV. As for the energy above the lowest of the compared OMol25 structures with the same formula, charge and spin: 50.91 kcal/mol. As for the highest occupied orbital energy: 0.757 eV. Its total charge is -2.

```
8
Properties=species:S:1:pos:R:3:mulliken_charge:R:1
N 0.52252 0.57539 -1.43069 -0.647
O -1.50206 0.85109 1.69582 -0.661
O -0.06524 -1.33237 1.41309 -0.691
O -2.25562 -1.01899 0.02872 -0.661
P -1.18614 -0.37239 0.85319 0.842
S 2.01376 0.96096 -1.09745 -0.386
H -0.10341 0.63344 -0.56388 0.189
H 2.57619 -0.29713 -0.89879 0.015
```

No. 2
C6H13N in the gas phase, computed with ωB97M-V/def2-TZVPD.

Its energy is -291.11177 a.u. As for the LUMO energy: 1.15 eV. As for the energy above the lowest of the compared OMol25 structures with the same formula, charge and spin: 29.48 kcal/mol. As for the highest occupied orbital energy: -9.163 eV.

```
20
Properties=species:S:1:pos:R:3:mulliken_charge:R:1
C -3.41001 1.03565 0.07485 -0.825
C -2.34380 0.34062 0.40241 -0.019
C -1.34854 -0.09338 -0.63781 -0.760
C 0.12170 0.25482 -0.33556 -0.570
C 0.96755 -0.97622 -0.06027 -0.573
C 2.19471 -0.58927 0.73512 -0.852
N 3.03075 0.49191 0.14360 -0.534
H -4.21043 1.45399 0.66816 0.269
H -3.69546 1.21541 -0.96238 0.216
H -2.13153 0.00954 1.41395 0.287
H -1.41291 -1.18404 -0.78061 0.386
H -1.71058 0.17845 -1.63428 0.380
H 0.25118 1.00192 0.44906 0.529
H 0.47231 0.77132 -1.20859 0.266
H 0.50366 -1.76626 0.53053 0.394
H 1.28339 -1.41702 -1.01060 0.279
H 1.83522 -0.14201 1.67826 0.301
H 2.80111 -1.38341 1.17576 0.385
H 4.02136 0.30715 0.19848 0.236
H 2.78030 0.49082 -0.84008 0.204
```

No. 3
C7H10 in the gas phase, computed with ωB97M-V/def2-TZVPD.

Its energy is -272.55351 a.u. As for the LUMO energy: 1.03 eV. As for the energy above the lowest of the compared OMol25 structures with the same formula, charge and spin: 103.22 kcal/mol. As for the highest occupied orbital energy: -7.818 eV.

```
17
Properties=species:S:1:pos:R:3:mulliken_charge:R:1
C -1.49163 0.38855 -1.15082 -1.656
C -0.25678 0.21867 -0.29672 1.461
C -0.28684 0.76479 1.12104 -0.865
C 0.64319 -0.20685 1.77772 -0.173
C 1.21833 -1.03618 0.90825 -0.598
C 0.31577 -1.12375 -0.26537 -0.701
C 0.96460 0.34806 -1.16026 -1.073
H -1.51259 1.42707 -1.48049 0.356
H -1.44214 -0.27658 -2.02159 0.408
H -2.39272 0.16385 -0.57897 0.415
H 0.16403 1.75833 1.22765 0.276
H -1.30459 0.79903 1.51864 0.356
H 0.83539 -0.24924 2.83307 0.438
H 2.08050 -1.66190 1.11889 0.400
H -0.21729 -2.07825 -0.36434 0.348
H 0.87678 1.04843 -2.00220 0.289
H 1.80600 -0.28404 -1.18448 0.321
```

Among the records above, which one has the highest energy? C7H10